Computed, not measured: a 9-piece molecular cluster, C10H36N12O14S overall at a distorted geometry, with ωB97M-V/def2-TZVPD.

ORCA input file:
```
! RIJCOSX wB97M-V def2-TZVPD def2/J DEFGRID3
* xyz -2 1
S -0.18155 0.04876 -0.30315
O -1.37382 0.17126 0.56995
O -0.20535 -1.22571 -1.11947
O -0.19706 1.18191 -1.28731
O 1.06236 0.07083 0.57235
C 2.27977 3.95461 -1.89352
C 2.72989 2.63602 -1.27824
O 2.70415 2.61451 0.18123
O 0.85140 4.03492 -1.97967
H 2.63929 4.09040 -2.93276
H 2.68589 4.77596 -1.26214
H 3.79507 2.47529 -1.57167
H 2.14647 1.82192 -1.75501
H 1.92238 2.10566 0.39357
H 0.43184 3.29058 -1.48598
C -0.56554 -0.98143 3.44969
C -0.96863 -0.69358 4.94216
O 0.12643 -0.73653 5.82769
O 0.53746 -0.14083 3.11057
H -1.43179 -0.80122 2.75824
H -0.33568 -2.01856 3.21302
H -1.71926 -1.40600 5.25203
H -1.46399 0.29031 5.00273
H 0.85487 -0.25324 5.40077
H 0.50594 0.08771 2.17220
C -4.02545 1.70117 -1.55522
O -5.16686 1.98992 -1.77913
N -3.08556 2.53148 -0.90794
N -3.55827 0.37517 -1.84445
H -2.12107 2.18660 -0.85100
H -3.34743 3.40495 -0.49980
H -2.54775 0.39796 -1.85006
H -3.97162 -0.06294 -2.67754
C -2.41719 2.72684 2.47411
O -3.05443 3.76231 2.26226
N -3.13864 1.56506 2.66799
N -1.11372 2.68799 2.72070
H -4.11246 1.46839 2.36210
H -2.66968 0.68889 2.57312
H -0.60980 3.43661 2.35377
H -0.62459 1.75849 2.65510
C 2.89244 -3.37088 1.88163
O 3.01075 -4.00997 2.96093
N 3.36676 -3.74207 0.62013
N 2.44135 -2.14824 1.85750
H 3.55385 -3.01462 -0.02355
H 3.71687 -4.69379 0.54551
H 1.87886 -1.81230 1.10511
H 1.94906 -1.85476 2.68697
C -1.25016 0.55339 -4.64611
O -1.77247 0.64755 -5.73671
N -0.87118 -0.59262 -3.99269
N -0.78486 1.70364 -4.01394
H -1.21769 -1.50495 -4.25710
H -0.56731 -0.60965 -2.97424
H -1.10315 2.51995 -4.54400
H -0.58647 1.65581 -3.01108
C 3.52099 -1.03061 -2.41942
O 4.40759 -0.87039 -3.25077
N 2.35212 -1.59400 -2.75402
N 3.71496 -0.69266 -1.04456
H 1.59465 -1.58013 -2.03907
H 2.15747 -1.76347 -3.70222
H 3.00817 -0.27859 -0.46251
H 4.59626 -0.20094 -0.85214
C -1.53042 -3.84311 0.86045
O -1.82711 -4.56494 1.84932
N -0.26487 -3.66273 0.44324
N -2.49554 -3.17168 0.08908
H 0.46505 -4.11633 0.89565
H -0.11689 -2.93353 -0.26221
H -2.19502 -2.48479 -0.53527
H -3.31009 -2.95109 0.64479
*
```

HOMO-LUMO gap: 0.35239 hartree
HOMO energy: -0.18397 Ha
total energy: -2511.68345 Eh


Computed, not measured: an isolated ion of composition C2H10NSi and charge +1 at a distorted geometry, with ωB97M-V/def2-TZVPD.

ORCA input file:
```
! RIJCOSX wB97M-V def2-TZVPD def2/J DEFGRID3
* xyz 1 1
C 0.82434 -0.74203 -1.17209
C -0.30354 -0.08565 -0.29514
N -0.68915 -0.96412 0.77765
Si 0.08582 1.70113 0.47617
H 1.85553 -0.75527 -0.77809
H 0.49026 -1.73680 -1.49815
H 0.76013 -0.18533 -2.13699
H -1.19850 0.10807 -0.86584
H -1.72729 -1.07801 0.74337
H -0.48837 -0.60940 1.77371
H -0.14177 -1.84353 0.76691
H -1.18669 2.36770 0.88996
H 0.79393 2.45419 -0.41702
H 0.92529 1.36904 1.73555
*
```

energy above the lowest of the compared OMol25 structures with the same formula, charge and spin: 234.4 kJ/mol
HOMO-LUMO gap: 0.43185 hartree
SMILES: C[C@@H]([NH3+])[SiH3]
HOMO energy: -0.57215 Ha
total energy: -426.14436 Eh


Computed, not measured: a 2-piece molecular cluster, C10H12N2S overall at a distorted geometry, with ωB97M-V/def2-TZVPD.

ORCA input file:
```
! RIJCOSX wB97M-V def2-TZVPD def2/J DEFGRID3
* xyz 0 1
C -1.93473 -2.32270 -0.06890
C -2.34925 -1.75889 1.13532
C 3.55728 0.11242 0.78152
C -1.39275 -1.31494 -0.82392
C -1.94051 -0.43071 1.10731
C 3.71273 -0.82540 -0.27952
C 1.59935 0.20786 -0.05307
C -0.59561 1.34146 -1.65482
C -0.55526 1.88423 0.80687
C -0.51166 0.92720 -0.30600
N 2.34344 0.65695 0.83532
N -1.26100 -0.21754 -0.02986
S 2.22885 -0.93817 -1.20345
H -2.16799 -3.35598 -0.32649
H -2.80125 -2.20411 1.93527
H 4.17123 0.34401 1.67029
H -0.79244 -1.53211 -1.78510
H -2.00132 0.27206 1.88644
H 4.42506 -1.50639 -0.74393
H -1.14538 2.31320 -1.79971
H 0.30859 1.63582 -2.24755
H -1.19761 0.60110 -2.24046
H -1.54402 2.35344 0.92706
H -0.51318 1.27273 1.70825
H 0.35743 2.48449 0.76914
*
```

energy above the lowest of the compared OMol25 structures with the same formula, charge and spin: 385.3 kJ/mol
HOMO-LUMO gap: 0.31873 hartree
HOMO energy: -0.29923 Ha
total energy: -895.80000 Eh


Computed, not measured: C2H3N3S in the gas phase at a distorted geometry, with ωB97M-V/def2-TZVPD.

ORCA input file:
```
! RIJCOSX wB97M-V def2-TZVPD def2/J DEFGRID3
* xyz 0 1
C 0.11352 0.87778 0.24432
C 0.21541 0.00851 1.50965
N -0.00157 -1.11091 0.54159
N 0.06016 -0.31759 -0.48750
N 0.44961 -0.58339 -1.67570
S -1.31311 0.84140 1.45752
H 0.34390 1.90321 -0.13721
H -0.36219 -2.06713 0.62321
H 0.49426 0.44813 -2.07587
*
```

energy above the lowest of the compared OMol25 structures with the same formula, charge and spin: 628.9 kJ/mol
HOMO-LUMO gap (alpha / beta): 0.27443 / 0.27454 hartree
HOMO energy (alpha / beta): -0.29438 / -0.29441 Ha
total energy: -640.22017 Eh


Computed, not measured: C48H48FN7P2ReTe as an isolated structure at a distorted geometry, with ωB97M-V/def2-TZVPD.

ORCA input file:
```
! RIJCOSX wB97M-V def2-TZVPD def2/J DEFGRID3
* xyz 2 4
Re -0.06171 -0.34934 1.08801
N 2.52238 0.39697 4.35406
C 3.22334 -0.79496 3.97259
C 2.52182 -1.33601 2.94627
N 1.50529 -0.47524 2.58368
C 1.48286 0.51886 3.45280
C 0.42375 1.43453 3.39272
N -0.57052 1.31125 2.51268
C -1.40806 2.34491 2.67955
C -0.92192 3.17815 3.65373
N 0.14748 2.50813 4.18306
H 2.82822 1.07967 5.06375
H 4.02798 -1.15623 4.53589
H 2.70538 -2.31021 2.46991
H -2.31266 2.43452 2.10354
H -1.25326 4.16669 4.01454
H 0.66735 2.73721 5.01935
Te 0.38121 0.16825 -3.90956
C 1.52570 1.72039 -4.86528
C 0.94703 2.57261 -5.82797
C 1.71308 3.59490 -6.26678
N 2.92179 3.92104 -5.84113
C 3.52575 2.99522 -5.04177
C 2.86600 1.87339 -4.55090
C 0.81722 0.31933 -1.83325
P 1.43890 -1.00348 -0.74516
C 3.22471 -0.70715 -0.17812
C 3.85823 0.49303 -0.62193
C 5.13519 0.78031 -0.22658
C 5.87936 -0.08754 0.56104
C 5.28628 -1.33413 0.90341
C 3.99940 -1.67791 0.46698
C 1.84544 -2.43242 -1.80810
C 2.48133 -2.15883 -3.01246
C 2.68226 -3.16498 -3.93992
C 2.18949 -4.47509 -3.69489
C 1.64595 -4.71572 -2.46438
C 1.54997 -3.72004 -1.49430
P -0.09286 1.41891 -0.71250
C -1.70700 1.89034 -1.53876
C -2.95328 1.61968 -0.99029
C -4.11815 2.12208 -1.65323
C -3.98822 2.97869 -2.72181
C -2.74627 3.20005 -3.32121
C -1.64624 2.61889 -2.74933
C 0.78813 2.98205 -0.40824
C 0.32975 4.17806 -0.92215
C 1.28270 5.20772 -1.21633
C 2.56688 5.14157 -0.64871
C 2.90826 4.03058 0.14192
C 2.03020 2.99951 0.27939
H -0.06903 2.53073 -6.22742
H 1.30848 4.26514 -7.01661
H 4.62766 3.08243 -4.85998
H 3.35534 1.15273 -3.90180
H 3.35115 1.21289 -1.29591
H 5.57153 1.73441 -0.52797
H 6.90741 0.17656 0.83885
H 5.92212 -2.01537 1.53945
H 3.55975 -2.69724 0.62919
H 2.80553 -1.10365 -3.26424
H 3.21496 -2.95899 -4.88376
H 2.23652 -5.22661 -4.50592
H 1.21739 -5.72625 -2.31927
H 1.16839 -4.02655 -0.50826
H -3.00725 0.92789 -0.12521
H -5.13216 1.85820 -1.30286
H -4.86871 3.51445 -3.11638
H -2.65162 3.86313 -4.10603
H -0.70890 2.68621 -3.30315
H -0.70880 4.37995 -1.07569
H 0.92763 6.05778 -1.80745
H 3.29773 5.92404 -0.90290
H 3.75614 4.11030 0.82203
H 2.36190 2.16768 0.88290
C -4.81461 -1.02724 1.14517
C -3.79228 -0.39666 2.06095
N -3.39310 -1.35759 3.10795
C -4.55145 -1.70421 4.01390
C -5.20930 -3.06801 3.71539
C -2.14497 -1.77084 3.43240
C -2.00692 -2.68964 4.66775
N -1.03926 -1.34235 2.80149
H -4.98979 -0.29909 0.33984
H -5.78793 -1.09239 1.67363
H -4.56891 -2.00095 0.65019
H -4.12212 0.55507 2.55097
H -2.88856 -0.15889 1.51719
H -5.31628 -0.91401 3.90958
H -4.16154 -1.61064 5.04769
H -4.88124 -3.32037 2.69708
H -6.31617 -2.96300 3.79140
H -5.00170 -3.87176 4.42334
H -2.07017 -2.07787 5.57228
H -0.99515 -3.15052 4.58121
H -2.73800 -3.50186 4.55820
H -0.25127 -1.71103 3.37981
F -3.39271 -5.02663 -1.49689
C -2.51217 -4.06300 -1.04710
C -1.69727 -4.33296 0.02702
C -0.93352 -3.27500 0.51775
C -1.04999 -1.96786 0.06989
C -1.93327 -1.76614 -1.00811
C -2.67367 -2.77049 -1.57059
H -1.62156 -5.36722 0.46619
H -0.30128 -3.50735 1.38161
H -1.96242 -0.75173 -1.44820
H -3.42047 -2.62588 -2.36435
*
```

HOMO-LUMO gap (alpha / beta): 0.25072 / 0.19169 hartree
HOMO energy (alpha / beta): -0.44755 / -0.44215 Ha
total energy: -3369.42951 Eh


Computed, not measured: C4H5N3OS in the gas phase at a distorted geometry, with ωB97M-V/def2-TZVPD.

ORCA input file:
```
! RIJCOSX wB97M-V def2-TZVPD def2/J DEFGRID3
* xyz 0 1
C -0.72308 0.67560 -2.13731
C -0.33401 0.44626 -0.78480
C 0.20320 -0.33357 1.80795
C 0.72987 -0.60336 -0.61757
H -1.45809 1.55063 -2.41008
H -0.80360 -0.23653 -2.77744
H 0.27942 1.12409 -2.59029
H -0.32419 0.38766 3.88946
H 1.48660 -1.73756 1.03305
N -0.77427 1.09682 0.25030
N -0.70700 0.66331 1.57663
N 0.99271 -0.81123 0.77362
O 1.25074 -1.33299 -1.40527
S 0.18169 -0.88912 3.39174
*
```

energy above the lowest of the compared OMol25 structures with the same formula, charge and spin: 297.0 kJ/mol
HOMO-LUMO gap: 0.32979 hartree
SMILES: Cc1nnc(S)[nH]c1=O
HOMO energy: -0.32830 Ha
total energy: -793.04808 Eh